{
  "formula": "C6H7N",
  "method": "ωB97M-V with the def2-TZVPD basis set",
  "total_charge": 0,
  "smiles": "N#CC1C=CC=C1.[H][H]",
  "max_force_ev_per_a": 1.1,
  "gap_ev": 10.00,
  "homo_ev": -9.333,
  "elements": ["N", "C", "C", "C", "C", "C", "C", "H", "H", "H", "H", "H", "H", "H"],
  "xyz": [[-2.3855, -1.8887, 0.0320], [-1.4119, -1.3781, 0.3917], [-0.1800, -0.7353, 0.8652], [-0.3785, 0.7079, 1.2751], [0.4933, 1.4728, 0.6043], [1.2910, 0.6313, -0.3028], [0.9033, -0.6454, -0.1872], [0.1880, -1.3171, 1.7239], [-0.8842, 0.2214, -2.4583], [-1.1112, 1.0182, 2.0102], [0.6071, 2.5470, 0.7042], [2.0601, 1.0062, -0.9696], [-0.4617, -0.1343, -2.9549], [1.2702, -1.5059, -0.7336]],
  "forces_ev_per_angstrom": [[0.951, 0.501, 0.335], [-0.841, -0.455, -0.305], [0.021, 0.016, 0.001], [0.067, 0.117, -0.041], [-0.081, -0.066, 0.084], [-0.017, -0.150, 0.017], [0.094, 0.124, -0.013], [-0.048, 0.060, -0.083], [-0.003, -0.032, -0.073], [0.115, -0.042, -0.116], [-0.033, -0.169, -0.005], [-0.111, -0.079, 0.108], [-0.069, 0.037, -0.006], [-0.045, 0.137, 0.097]]
}

---

{
  "formula": "C28H45Cl2N2PTm",
  "method": "ωB97M-V with the def2-TZVPD basis set",
  "total_charge": -1,
  "s2": 2.00,
  "max_force_ev_per_a": 4.4,
  "gap_ev": [3.58, 3.59],
  "homo_ev": [-1.478, -1.485],
  "spin_multiplicity": 3,
  "elements": ["P", "C", "C", "C", "C", "C", "C", "C", "C", "C", "C", "C", "C", "C", "C", "C", "C", "C", "C", "H", "H", "H", "H", "H", "H", "H", "H", "H", "H", "H", "H", "H", "H", "H", "H", "H", "H", "H", "H", "H", "H", "H", "H", "H", "H", "H", "H", "H", "H", "H", "H", "H", "Tm", "Cl", "Cl", "C", "H", "C", "C", "C", "C", "C", "C", "H", "H", "H", "H", "H", "C", "N", "C", "C", "N", "H", "H", "H", "H", "H", "H"],
  "xyz": [[0.1230, -1.0240, -4.3570], [1.6953, -0.3805, -5.1871], [1.9642, -0.7469, -6.6512], [3.3793, -0.3090, -7.0540], [3.6460, 1.1750, -6.7741], [3.2796, 1.5804, -5.3421], [1.8633, 1.1276, -4.9524], [-1.3062, -0.1354, -5.2008], [-1.2306, 0.0425, -6.7148], [-2.5526, 0.6187, -7.2438], [-2.9406, 1.9256, -6.5407], [-2.8974, 1.8182, -5.0116], [-1.5866, 1.2018, -4.4954], [-0.0253, -2.7055, -5.1484], [1.1769, -3.5710, -4.7308], [1.0808, -4.9934, -5.2984], [-0.2547, -5.6701, -4.9693], [-1.4563, -4.7983, -5.3472], [-1.3631, -3.3719, -4.7847], [2.4593, -0.8929, -4.5699], [1.2340, -0.2556, -7.3071], [1.8597, -1.8269, -6.8203], [3.5389, -0.5267, -8.1174], [4.1023, -0.9135, -6.4883], [4.7038, 1.3946, -6.9567], [3.0695, 1.7870, -7.4808], [3.9918, 1.1227, -4.6413], [3.3597, 2.6674, -5.2241], [1.6776, 1.3688, -3.8951], [1.1291, 1.6834, -5.5569], [-2.1599, -0.8023, -4.9862], [-3.3465, -0.1251, -7.0875], [-1.0168, -0.9101, -7.2217], [-0.4160, 0.7374, -6.9665], [-2.4718, 0.7827, -8.3259], [-3.9460, 2.2248, -6.8582], [-2.2577, 2.7225, -6.8645], [-3.0365, 2.8083, -4.5621], [-3.7328, 1.1896, -4.6730], [-1.6455, 1.0439, -3.4079], [-0.7566, 1.9010, -4.6786], [-0.0033, -2.5585, -6.2443], [2.1229, -3.1188, -5.0621], [1.2172, -3.6123, -3.6316], [1.2017, -4.9492, -6.3899], [1.9121, -5.5914, -4.9081], [-0.2918, -5.8867, -3.8936], [-0.3189, -6.6315, -5.4901], [-2.3843, -5.2624, -4.9956], [-1.5221, -4.7367, -6.4421], [-2.2059, -2.7877, -5.1794], [-1.4740, -3.3840, -3.6893], [0.1321, -0.2664, 0.0972], [-1.7885, -1.1577, -1.1562], [2.2625, -0.2071, -1.1285], [-0.4651, 1.7437, 0.9390], [-0.8762, 1.7168, 1.9604], [-0.5102, 3.0399, 0.3827], [-1.2004, 4.1368, 1.0160], [-1.3045, 5.3693, 0.3922], [-0.7163, 5.5860, -0.8696], [-0.0024, 4.5489, -1.5003], [0.1195, 3.3072, -0.8930], [-1.6631, 3.9537, 1.9894], [-1.8542, 6.1809, 0.8754], [0.4542, 4.7206, -2.4778], [0.6862, 2.4935, -1.3650], [-0.8138, 6.5540, -1.3545], [0.9437, 0.7241, 5.2960], [0.1278, -0.3406, 4.6766], [-0.9586, -0.9268, 5.4869], [0.2063, -0.5784, 3.4090], [0.2673, -0.7804, 2.2452], [0.7615, 0.6847, 6.3714], [0.6633, 1.7194, 4.9211], [2.0079, 0.5539, 5.0896], [-1.9438, -0.5497, 5.1769], [-0.9530, -2.0187, 5.3930], [-0.7769, -0.6435, 6.5246]],
  "forces_ev_per_angstrom": [[-0.017, 0.308, -0.179], [-0.334, -0.401, 0.242], [0.155, 0.202, -0.083], [-0.022, -0.059, 0.053], [-0.088, -0.002, 0.017], [-0.128, -0.138, 0.073], [0.204, -0.009, -0.032], [0.373, -0.239, 0.285], [-0.297, 0.201, -0.109], [0.059, -0.027, 0.029], [0.108, -0.001, 0.007], [0.101, -0.107, 0.082], [-0.173, 0.030, -0.083], [0.052, 0.280, -0.354], [-0.201, -0.149, -0.007], [-0.055, 0.101, 0.001], [0.024, 0.125, 0.101], [0.081, 0.147, -0.003], [0.157, -0.167, 0.079], [-0.080, 0.231, -0.155], [0.222, -0.102, 0.123], [0.037, 0.214, 0.038], [0.074, 0.028, 0.105], [-0.043, 0.053, -0.057], [-0.082, 0.029, -0.048], [-0.006, -0.064, 0.046], [-0.083, 0.073, -0.068], [0.069, -0.129, -0.006], [-0.020, -0.054, -0.245], [0.159, -0.127, 0.113], [0.138, 0.233, 0.032], [0.066, 0.057, -0.016], [-0.014, 0.203, 0.109], [-0.208, -0.101, 0.072], [-0.102, -0.008, 0.091], [0.095, 0.039, -0.008], [-0.009, -0.075, 0.026], [-0.047, -0.139, -0.052], [0.082, 0.060, -0.015], [0.038, 0.077, -0.286], [-0.208, -0.134, 0.075], [0.011, -0.272, 0.225], [-0.245, -0.040, 0.109], [-0.026, 0.018, -0.147], [-0.016, 0.001, 0.078], [-0.074, -0.016, -0.091], [0.006, 0.048, -0.066], [0.001, 0.020, 0.079], [0.073, -0.019, -0.078], [0.008, -0.022, 0.062], [0.224, -0.122, 0.118], [0.022, -0.007, -0.159], [-0.624, 1.874, -0.666], [-0.591, -0.531, -0.238], [0.700, -0.126, -0.318], [0.615, -0.903, -0.112], [-0.210, 0.017, 0.073], [-0.004, -0.020, -0.176], [0.323, 0.027, -0.522], [0.291, -0.249, -0.299], [-0.083, 0.168, 0.007], [-0.163, -0.247, 0.432], [-0.443, 0.459, 0.287], [0.078, 0.073, -0.254], [0.124, -0.148, -0.101], [-0.069, 0.001, 0.206], [-0.185, 0.355, 0.111], [0.018, -0.092, 0.045], [0.108, 0.278, -0.389], [-0.066, 0.259, 1.431], [-0.137, -0.085, -0.426], [-0.063, -0.699, -3.470], [0.175, -0.214, 4.380], [0.158, 0.001, -0.192], [0.048, -0.326, 0.048], [-0.301, 0.036, 0.068], [0.292, -0.041, 0.066], [0.017, 0.237, 0.046], [-0.070, -0.156, -0.164]]
}

---

{
  "formula": "C3H8N2O2",
  "method": "ωB97M-V with the def2-TZVPD basis set",
  "total_charge": 0,
  "smiles": "NCCNC(=O)O",
  "max_force_ev_per_a": 5.8,
  "gap_ev": 9.54,
  "homo_ev": -8.950,
  "elements": ["C", "N", "C", "O", "O", "C", "N", "H", "H", "H", "H", "H", "H", "H", "H"],
  "xyz": [[0.4919, 0.1046, -0.8524], [0.3526, 1.4153, -0.2218], [-0.6978, 1.9958, 0.5973], [-1.7655, 1.1382, 0.6451], [-0.6514, 3.0643, 1.0555], [0.5412, -1.1020, 0.1582], [0.0223, -2.1992, -0.5536], [-0.3026, 0.0251, -1.5186], [1.4762, -0.0337, -1.4970], [1.1446, 1.9011, -0.0423], [-2.1716, 1.1877, 1.6361], [-0.0193, -0.7988, 1.0050], [1.6495, -1.2224, 0.4512], [0.7569, -2.8534, -0.6706], [-0.8270, -2.6227, -0.1921]],
  "forces_ev_per_angstrom": [[2.448, -0.189, 1.086], [-3.001, 0.036, 0.851], [1.251, -4.496, -3.399], [-1.216, -0.148, 3.692], [0.264, 2.586, 1.615], [1.762, 2.275, -1.054], [-0.543, -1.325, -0.257], [-1.449, -0.723, -1.041], [-1.925, 1.096, 1.220], [2.879, 1.802, 0.306], [1.253, 0.205, -3.648], [-0.552, -0.016, 1.006], [-1.703, -0.053, -0.159], [0.065, -1.124, -0.249], [0.466, 0.075, 0.031]]
}